No. 1
Entry from the OMol25 dataset: C35H44FeN2O2S2 as an isolated structure (the ωB97M-V functional and the def2-TZVPD basis).

As for the total energy: -100137.58769 eV. Its charge is +1. As for the spin multiplicity: 6. The value obtained for the HOMO-LUMO gap (alpha / beta) is 6.68 / 4.33 eV. The value obtained for the relative energy (zero: lowest compared OMol25 entry of this formula, charge and spin) is 0.023 eV.

Positions of all 86 atoms, in Å:
Fe: 0.561 -1.010 1.531
C: -3.542 3.968 -1.058
C: -4.114 2.567 -1.316
C: -5.610 2.592 -1.002
C: -3.938 2.208 -2.798
C: -3.358 1.550 -0.458
C: -1.999 1.397 -0.639
C: -1.298 0.476 0.149
N: 0.040 0.168 0.130
C: 1.055 0.475 -0.733
C: 1.009 1.228 -1.915
C: 2.167 1.435 -2.633
C: 3.365 0.872 -2.155
C: 3.464 0.093 -1.008
C: 2.274 -0.111 -0.309
O: 2.191 -0.880 0.798
C: 4.786 -0.514 -0.537
C: 5.119 0.008 0.869
C: 5.942 -0.136 -1.464
C: 4.676 -2.046 -0.520
C: 2.109 2.251 -3.926
C: 1.192 1.536 -4.928
C: 3.487 2.421 -4.568
C: 1.545 3.647 -3.622
C: -1.970 -0.259 1.153
O: -1.188 -1.081 1.891
C: -3.345 -0.133 1.355
C: -3.997 0.772 0.523
C: -4.075 -0.934 2.432
C: -3.899 -2.437 2.168
C: -5.574 -0.630 2.439
C: -3.514 -0.571 3.816
H: -4.075 4.705 -1.662
H: -2.484 4.029 -1.318
H: -3.649 4.246 -0.008
H: -6.099 3.327 -1.643
H: -5.804 2.880 0.033
H: -6.082 1.626 -1.190
H: -4.477 2.923 -3.422
H: -4.328 1.210 -3.007
H: -2.889 2.231 -3.099
H: -1.483 2.016 -1.353
H: 0.078 1.626 -2.279
H: 4.265 1.047 -2.722
H: 5.212 1.095 0.864
H: 6.073 -0.410 1.198
H: 4.356 -0.271 1.594
H: 6.095 0.944 -1.506
H: 5.790 -0.507 -2.480
H: 6.861 -0.584 -1.085
H: 3.903 -2.387 0.167
H: 5.628 -2.477 -0.204
H: 4.449 -2.427 -1.517
H: 1.570 0.539 -5.160
H: 1.139 2.105 -5.858
H: 0.177 1.430 -4.542
H: 3.924 1.463 -4.854
H: 4.183 2.939 -3.905
H: 3.388 3.019 -5.474
H: 0.532 3.597 -3.220
H: 1.508 4.240 -4.537
H: 2.171 4.172 -2.899
H: -5.060 0.897 0.653
H: -4.306 -2.707 1.192
H: -4.438 -3.007 2.927
H: -2.852 -2.732 2.201
H: -6.047 -0.886 1.489
H: -5.777 0.420 2.659
H: -6.052 -1.227 3.216
H: -2.456 -0.812 3.897
H: -4.052 -1.127 4.586
H: -3.644 0.494 4.017
S: 1.233 0.346 3.978
C: 1.396 -1.307 4.138
N: 1.132 -2.118 3.103
C: 1.313 -3.424 3.393
C: 1.117 -4.505 2.512
C: 1.351 -5.765 2.983
C: 1.778 -5.984 4.316
C: 1.977 -4.946 5.193
C: 1.742 -3.651 4.726
S: 1.894 -2.160 5.561
H: 0.790 -4.325 1.496
H: 1.209 -6.617 2.332
H: 1.953 -6.998 4.648
H: 2.304 -5.124 6.207

Atom charges from the Mulliken analysis, given in e for atoms 1 to 2: Fe 0.62; C -1.48

=====

No. 2
Entry from the OMol25 dataset: C35H44GaGeN2PS5SbSi3 as an isolated structure (the ωB97M-V functional and the def2-TZVPD basis).

As for the total energy: -242527.57341 eV. Its charge is -1. The value obtained for the HOMO-LUMO gap is 6.91 eV. The value obtained for the relative energy (zero: lowest compared OMol25 entry of this formula, charge and spin) is 0.451 eV.

Positions of all 93 atoms, in Å:
Ga: -0.542 0.039 1.679
S: -2.862 0.253 1.891
C: -3.194 -1.421 1.536
C: -4.447 -1.754 1.027
C: -4.785 -3.068 0.731
C: -6.056 -3.368 0.163
N: -7.080 -3.597 -0.310
C: -3.855 -4.093 0.981
C: -2.604 -3.766 1.492
C: -2.253 -2.446 1.762
S: -0.653 -2.140 2.386
C: -4.173 -5.459 0.731
N: -4.412 -6.570 0.559
H: -5.168 -0.965 0.855
H: -1.881 -4.550 1.679
S: 3.764 1.371 0.197
Sb: 1.724 2.240 0.612
S: 0.927 1.279 2.783
S: -0.141 0.726 -0.551
C: 7.159 -3.391 -1.289
C: 6.057 -4.021 -1.852
C: 4.777 -3.562 -1.580
C: 4.589 -2.460 -0.750
C: 5.698 -1.832 -0.189
C: 6.976 -2.299 -0.454
P: 2.932 -1.869 -0.204
C: 2.884 -3.047 1.204
C: 2.684 -4.421 1.115
C: 2.682 -5.193 2.266
C: 2.896 -4.607 3.506
C: 3.151 -3.247 3.593
C: 3.141 -2.469 2.445
C: 1.863 -2.521 -1.533
C: 2.117 -1.982 -2.799
C: 1.260 -2.226 -3.858
C: 0.119 -2.995 -3.662
C: -0.156 -3.511 -2.406
C: 0.705 -3.269 -1.343
H: 8.156 -3.746 -1.515
H: 6.199 -4.876 -2.503
H: 3.925 -4.063 -2.022
H: 5.547 -0.967 0.447
H: 7.832 -1.804 -0.012
H: 2.505 -4.887 0.153
H: 2.512 -6.260 2.193
H: 2.851 -5.208 4.405
H: 3.348 -2.783 4.551
H: 3.312 -1.399 2.504
H: 2.992 -1.355 -2.935
H: 1.474 -1.807 -4.833
H: -0.560 -3.181 -4.485
H: -1.048 -4.105 -2.249
H: 0.466 -3.654 -0.360
C: -4.278 2.628 -3.068
Si: -3.719 1.633 -1.542
C: -3.574 -0.192 -2.018
C: -5.112 1.950 -0.294
Ge: -1.552 2.545 -0.949
Si: -0.410 3.102 -3.009
C: -1.166 4.664 -3.782
C: -0.654 1.616 -4.161
C: 1.442 3.418 -2.771
Si: -1.722 4.194 0.873
C: -2.384 3.532 2.513
C: -0.184 5.248 1.249
C: -2.977 5.417 0.131
H: -5.287 2.343 -3.372
H: -3.618 2.491 -3.925
H: -4.289 3.694 -2.830
H: -4.552 -0.658 -2.156
H: -3.044 -0.748 -1.243
H: -3.003 -0.306 -2.941
H: -6.042 1.481 -0.623
H: -5.304 3.021 -0.204
H: -4.869 1.570 0.695
H: -2.244 4.559 -3.912
H: -0.729 4.870 -4.761
H: -0.988 5.532 -3.146
H: -1.702 1.502 -4.440
H: -0.350 0.704 -3.644
H: -0.067 1.696 -5.077
H: 1.616 4.211 -2.042
H: 1.921 3.709 -3.707
H: 1.948 2.524 -2.402
H: -1.658 2.853 2.965
H: -3.315 2.979 2.381
H: -2.560 4.346 3.220
H: 0.462 4.762 1.979
H: -0.498 6.205 1.673
H: 0.407 5.452 0.355
H: -3.935 4.939 -0.080
H: -2.600 5.832 -0.806
H: -3.161 6.248 0.815

Atom charges from the Mulliken analysis, given in e for atoms 1 to 2: Ga 0.92; S -0.18

=====

Q: The lowest charge belongs to which entry?
A: C35H44GaGeN2PS5SbSi3